Arrangement 1

A 2-piece molecular cluster, C7H8N3O overall, computed with ωB97M-V/def2-TZVPD.

```
19
Properties=species:S:1:pos:R:3
C 4.5952 -0.0742 0.1427
C 3.7781 0.7294 0.9696
C -3.1447 1.1814 -0.1866
C 3.8865 -0.4620 -0.9622
C 2.6816 0.8450 0.1640
C -2.7577 -0.1529 -0.0128
C -0.9340 1.0624 -0.5744
N -1.3388 -0.1898 -0.2542
N -1.9474 1.8784 -0.2820
N -3.4090 -1.3342 0.1286
O 2.6653 0.0861 -0.9298
H 5.6427 -0.4270 0.2881
H 3.8085 1.2766 1.8618
H -4.1802 1.4594 -0.1941
H 4.1615 -0.9161 -1.8758
H -0.7396 -0.9480 -0.5606
H -1.6965 2.8741 -0.3160
H -4.3359 -1.3437 -0.3094
H -2.9557 -2.0289 0.6189
```

Results
- total charge = +1
- Kohn-Sham gap (alpha / beta) (eV) = 4.239 / 7.499
- LUMO level (alpha / beta) (eV) = -7.10 / -3.57

Charges obtained by natural (NBO) population analysis, quoted in units of e: number 1, C, carries -0.29; number 2, C, carries -0.42; number 3, C, carries -0.03; number 4, C, carries 0.07; number 5, C, carries 0.39; number 6, C, carries 0.38; number 7, C, carries 0.41; number 8, N, carries -0.60; number 9, N, carries -0.53; number 10, N, carries -0.72; number 11, O, carries -0.45; number 12, H, carries 0.25; number 13, H, carries 0.25; number 14, H, carries 0.27; number 15, H, carries 0.21; number 16, H, carries 0.46; number 17, H, carries 0.47; number 18, H, carries 0.44; number 19, H, carries 0.43

Arrangement 2

An isolated ion of composition C7H8N3O and charge +1, computed with ωB97M-V/def2-TZVPD.

```
19
Properties=species:S:1:pos:R:3
C 2.7895 0.7240 -2.2077
C 2.2684 0.5954 -0.8715
C 1.8576 0.1662 -3.0065
C 1.0148 0.0823 -0.9582
C 0.1967 -0.4890 -0.0090
C -0.6623 -1.5044 -0.1879
C -1.5576 -0.1402 2.3542
N -1.5316 -1.9502 0.7773
N -1.8197 -1.0629 1.5859
N -2.6822 0.7385 2.8313
O 0.7841 -0.2285 -2.3404
H 3.8113 1.1257 -2.5513
H 2.7873 1.1261 0.0111
H 1.8572 -0.0832 -4.0165
H 0.3354 -0.0870 1.0349
H -0.8448 -2.0265 -1.1575
H -2.1659 1.6204 2.9788
H -3.0300 0.4506 3.6996
H -3.4081 0.9428 2.0334
```

Results
- total charge = +1
- Kohn-Sham gap (alpha / beta) (eV) = 6.105 / 6.119
- LUMO level (alpha / beta) (eV) = -5.45 / -5.41

Charges obtained by natural (NBO) population analysis, quoted in units of e: number 1, C, carries -0.33; number 2, C, carries -0.18; number 3, C, carries 0.19; number 4, C, carries 0.16; number 5, C, carries -0.16; number 6, C, carries -0.12; number 7, C, carries 0.11; number 8, N, carries -0.04; number 9, N, carries -0.10; number 10, N, carries -0.73; number 11, O, carries -0.40; number 12, H, carries 0.26; number 13, H, carries 0.26; number 14, H, carries 0.22; number 15, H, carries 0.25; number 16, H, carries 0.24; number 17, H, carries 0.46; number 18, H, carries 0.45; number 19, H, carries 0.45

Stability check: which of them is most stable? arrangement 2.

Arrangement 1

C3HO2Tl as an isolated structure, computed with ωB97M-V/def2-TZVPD.

```
7
Properties=species:S:1:pos:R:3
C -2.7295 -0.4101 -0.6175
C -1.8631 0.4559 -0.5646
O -0.7259 0.9729 -0.3482
C 2.0558 -0.8413 0.2263
O 2.1725 -1.9608 0.2224
H -3.6411 -0.9733 -0.5520
Tl 1.0541 1.2081 -0.0514
```

Results
- total charge = +2
- Kohn-Sham gap (alpha / beta) (eV) = 7.406 / 7.424
- LUMO level (alpha / beta) (eV) = -13.50 / -13.09

Charges obtained by Mulliken population analysis, quoted in units of e: number 1, C, carries -0.22; number 2, C, carries 0.83; number 3, O, carries -0.39; number 4, C, carries 0.26; number 5, O, carries 0.03; number 6, H, carries 0.41; number 7, Tl, carries 1.07

Arrangement 2

C3HO2Tl as an isolated structure, computed with ωB97M-V/def2-TZVPD.

```
7
Properties=species:S:1:pos:R:3
C 1.0065 0.1038 -0.1116
O 0.3221 -0.9485 -0.0243
O 0.2091 1.1970 -0.0338
C -1.1478 0.8921 0.0626
C -1.3754 -0.3823 0.1296
H -2.0815 -1.1812 -0.0467
Tl 3.0669 0.3191 0.0242
```

Results
- total charge = +2
- Kohn-Sham gap (alpha / beta) (eV) = 7.117 / 8.394
- LUMO level (alpha / beta) (eV) = -14.18 / -12.61

Charges obtained by Mulliken population analysis, quoted in units of e: number 1, C, carries 0.75; number 2, O, carries -0.28; number 3, O, carries -0.19; number 4, C, carries 0.22; number 5, C, carries 0.08; number 6, H, carries 0.40; number 7, Tl, carries 1.01

Stability check: which of them is most stable? arrangement 1.